ORCA calculation (the ωB97M-V functional and the def2-TZVPD basis) on a structure of composition C34H50AsCsN2OPSi3.

Geometry (Å):
Cs1 -0.26234 0.51039 0.15390
N1 -3.22840 -2.68855 0.73511
P1 -2.57300 -1.60604 1.90163
C1 -1.05074 -2.45186 2.46285
C2 -0.58189 -3.64006 1.91277
C3 0.61290 -4.19290 2.35546
C4 1.34577 -3.56539 3.35286
C5 0.88591 -2.37578 3.90410
C6 -0.29886 -1.81586 3.45156
C7 -3.73543 -1.99023 3.24948
C8 -4.69778 -1.04189 3.58613
C9 -5.62730 -1.31108 4.58094
C10 -5.59556 -2.52782 5.24535
C11 -4.63454 -3.47728 4.91988
C12 -3.70533 -3.20923 3.92776
C13 -2.87359 -2.70468 -0.59716
C14 -3.68030 -3.35951 -1.54037
C15 -3.27745 -3.37618 -2.85370
C16 -2.08379 -2.74931 -3.21187
C17 -1.35951 -2.13781 -2.21516
N2 -1.73328 -2.09998 -0.92810
H1 -4.02247 -3.25108 0.99756
H2 -1.15306 -4.13438 1.13705
H3 0.96928 -5.11954 1.92441
H4 2.27073 -4.00399 3.70381
H5 1.44803 -1.88878 4.69094
H6 -0.65576 -0.88728 3.88839
H7 -4.71776 -0.09154 3.06582
H8 -6.37342 -0.57123 4.83857
H9 -6.31761 -2.73690 6.02360
H10 -4.60660 -4.42256 5.44565
H11 -2.94386 -3.94197 3.68608
H12 -4.60347 -3.83079 -1.22967
H13 -3.88452 -3.87157 -3.59992
H14 -1.72407 -2.75000 -4.23073
H15 -0.41413 -1.65420 -2.44794
C18 3.24920 4.14109 -4.08909
Si1 2.33439 3.40430 -2.63621
C19 3.33336 3.66652 -1.07439
C20 0.67139 4.25053 -2.46158
As1 1.92587 1.09683 -2.78473
Si2 4.04518 0.09357 -2.80518
C21 4.56478 0.00854 -1.00362
C22 3.87216 -1.65797 -3.43704
C23 5.33021 1.02193 -3.79531
Si3 0.81609 0.75788 -4.82806
C24 0.86814 -1.06395 -5.26377
C25 1.50377 1.74099 -6.26121
C26 -0.95887 1.27227 -4.51612
H16 3.39938 5.21210 -3.92833
H17 2.70510 4.01804 -5.02507
H18 4.23112 3.68227 -4.20934
H19 3.37418 4.73017 -0.82576
H20 4.36156 3.31783 -1.19190
H21 2.89182 3.13431 -0.22902
H22 0.82301 5.31418 -2.26034
H23 0.08456 3.83752 -1.63786
H24 0.07724 4.17024 -3.37375
H25 3.91466 -0.69161 -0.47282
H26 4.50438 0.97671 -0.50401
H27 5.59261 -0.35526 -0.92442
H28 3.03364 -2.17048 -2.96111
H29 4.78255 -2.21535 -3.20066
H30 3.72963 -1.70163 -4.51669
H31 5.59388 1.96134 -3.30517
H32 4.98549 1.25091 -4.80490
H33 6.24328 0.42666 -3.87726
H34 1.83000 -1.33536 -5.70096
H35 0.09849 -1.27941 -6.01001
H36 0.69859 -1.71473 -4.40428
H37 2.58261 1.60407 -6.35564
H38 1.30457 2.80801 -6.14963
H39 1.03977 1.41567 -7.19587
H40 -1.43305 0.63979 -3.76259
H41 -1.53968 1.17987 -5.43789
H42 -1.02940 2.30958 -4.18342
C27 3.51500 0.10542 2.60256
C28 2.89085 1.41909 2.21596
O1 1.89356 1.43810 1.50663
C29 3.50830 2.67802 2.69813
C30 4.76291 2.69209 3.30626
C31 5.31994 3.88843 3.72667
C32 4.62208 5.07584 3.55423
C33 3.36737 5.06955 2.95708
C34 2.81594 3.87666 2.52699
H43 2.89509 -0.71305 2.24465
H44 3.62426 0.03818 3.68586
H45 4.51107 0.02053 2.16437
H46 5.31544 1.77270 3.44649
H47 6.29696 3.89506 4.19033
H48 5.05526 6.00938 3.88823
H49 2.82381 5.99597 2.82889
H50 1.84144 3.85667 2.05795

As for the molar mass: 825.85 g mol⁻¹. Its energy relative to the best compared isomer or geometry (same formula, charge and spin) is 7.5 kcal/mol. The total charge is +1. The total energy is -135406.290 eV.

Mulliken analysis output, partial charges in e: 1.372, -0.122, -0.040, 0.348, -0.159, -0.788, -0.496, -0.669, -0.283, 0.077, -0.406, -0.600, -0.431, -0.666, -0.174, 0.440, -0.829, -0.634, -0.373, -0.399, 0.143, 0.248, 0.434, 0.444, 0.420, 0.496, 0.366, 0.343, 0.399, 0.396, 0.401, 0.378, 0.411, 0.412, 0.464, 0.281, -0.973, 0.340, -0.546, -1.058, 0.200, 0.157, -0.808, -1.096, -1.062, 0.234, -0.961, -1.078, -0.921, 0.387, 0.252, 0.234, 0.461, 0.333, -0.322, 0.393, 0.227, 0.263, 0.176, 0.058, 0.472, 0.280, 0.405, 0.245, 0.309, 0.295, 0.400, 0.330, 0.391, 0.177, 0.286, 0.277, 0.402, 0.204, 0.373, 0.244, -1.478, 0.575, -0.751, 0.846, -0.332, -0.847, -0.389, -0.752, -0.257, 0.201, 0.534, 0.428, 0.367, 0.405, 0.418, 0.406, 0.440